ORCA calculation (ωB97M-V/def2-TZVPD) on a single C23H36N4O2 molecule.

Charge ... 0
Largest force on an atom ... 0.496 eV Å⁻¹
ΔE to the lowest compared entry with this formula, charge and spin ... 0.4761 eV
HOMO-LUMO gap ... 8.73 eV
Highest occupied orbital energy ... -0.2956 Eh
LUMO level ... 0.69 eV

```
65
C23H36N4O2, DFT ωB97M-V/def2-TZVPD
C -4.41388 -2.71800 0.11019
C -3.29611 -2.06836 0.92400
C -3.84232 -0.90124 1.74267
C -2.17420 -1.62324 -0.02156
C -0.95249 -1.04683 0.71190
N -0.41086 -2.01222 1.63915
C -0.29619 -1.73457 2.95475
O -0.83245 -0.75873 3.44987
C 0.46018 -2.74274 3.81562
C 1.36137 -1.96700 4.78467
C 2.54596 -1.35592 4.04290
C 3.38409 -2.43526 3.35812
C 4.58288 -1.82345 2.63953
C 2.50654 -3.21094 2.37541
C 1.28506 -3.80087 3.08059
C 0.14811 -0.72729 -0.30460
O 1.04493 -1.53344 -0.49671
N 0.09139 0.44637 -0.96357
C -0.92721 1.46513 -0.86909
C -1.59740 1.64329 -2.24470
N -0.60951 1.97295 -3.24168
C -0.26467 3.26465 -3.55291
C -1.13640 4.35375 -3.38024
C -0.72631 5.60287 -3.79230
C 0.52879 5.76203 -4.36783
C 1.31203 4.63155 -4.50253
N 0.93910 3.42807 -4.10862
C 0.40517 0.94244 -3.33290
C 1.08843 0.74722 -1.97676
H -5.19845 -3.08449 0.76754
H -4.03453 -3.55674 -0.46950
H -4.85304 -1.99644 -0.57623
H -2.88819 -2.81279 1.61513
H -4.70419 -1.22465 2.32145
H -4.15675 -0.08764 1.09053
H -3.09467 -0.53185 2.43938
H -2.56573 -0.87741 -0.71622
H -1.83971 -2.48342 -0.60767
H -1.21965 -0.16978 1.30654
H 0.16469 -2.72031 1.20851
H -0.31739 -3.24921 4.40309
H 0.77320 -1.17969 5.25826
H 1.72428 -2.64239 5.56278
H 2.17723 -0.65345 3.29151
H 3.16695 -0.79645 4.74612
H 3.75048 -3.12765 4.12597
H 4.24733 -1.13807 1.86402
H 5.20998 -1.27337 3.33785
H 5.18601 -2.59888 2.17220
H 2.20964 -2.53907 1.56796
H 3.08610 -4.02177 1.92704
H 0.66395 -4.35912 2.37532
H 1.63410 -4.51853 3.82907
H -0.44868 2.41221 -0.58770
H -1.67146 1.21350 -0.11781
H -2.07079 0.70015 -2.54088
H -2.36759 2.40909 -2.18355
H -2.11585 4.23197 -2.94689
H -1.38279 6.45239 -3.66784
H 0.87795 6.72670 -4.69782
H 2.29967 4.67963 -4.94378
H -0.08019 0.01089 -3.63996
H 1.13558 1.24627 -4.08047
H 1.61544 1.66678 -1.70143
H 1.79450 -0.08271 -2.00957
```

=====

ORCA calculation (ωB97M-V/def2-TZVPD) on a molecular structure, C39H42N8O3SeSiV.

Multiplicity ... 4
⟨S²⟩ ... 3.781
Charge ... 0
Largest force on an atom ... 2.858 eV Å⁻¹
ΔE to the lowest compared entry with this formula, charge and spin ... 1.3131 eV
HOMO-LUMO gap (spin up / spin down) ... 5.75 / 5.86 eV
Highest occupied orbital energy (spin up / spin down) ... -0.2088 / -0.2259 Eh
LUMO level (spin up / spin down) ... 0.07 / -0.29 eV

```
95
C39H42N8O3SeSiV, DFT ωB97M-V/def2-TZVPD
V -0.38129 0.42860 0.42183
N 3.50781 0.38837 2.05187
C 2.50951 0.38238 1.15006
N 1.30652 -0.01191 1.40752
C 0.98559 -0.36735 2.73475
N -0.24550 -0.33196 3.13309
N -1.06447 0.17053 2.17841
C -2.29389 0.57366 2.43922
C -2.95812 1.14332 1.31997
C -4.24489 1.70399 1.36846
C -4.77789 2.27211 0.23784
C -4.02679 2.27556 -0.94510
C -2.77173 1.70770 -0.93152
N -2.22960 1.14824 0.15646
C 2.06150 -0.59088 3.68637
C 1.85916 -1.13192 4.95432
C 2.89546 -1.17169 5.86638
C 4.14504 -0.66249 5.52409
C 4.36727 -0.14112 4.26341
C 3.33080 -0.11400 3.33823
H 4.37640 0.83513 1.81475
H 2.74239 0.72717 0.15032
H -2.71647 0.56924 3.43624
H -4.78973 1.68844 2.30298
H -5.76289 2.71960 0.26029
H -4.41305 2.71258 -1.85451
H -2.15593 1.70162 -1.82327
H 0.86709 -1.48801 5.19766
H 2.73123 -1.58148 6.85402
H 4.94748 -0.66794 6.24951
H 5.34021 0.25227 3.99242
C -2.59901 -1.97198 -3.88544
O -1.40781 -2.05189 -4.66288
C -0.54735 -3.08996 -4.45627
C -0.02356 -3.67895 -5.60364
C 0.84607 -4.74954 -5.52583
C 1.19818 -5.26244 -4.28448
C 0.71455 -4.66071 -3.13921
C -0.13357 -3.55550 -3.19946
N -0.57056 -2.96604 -1.99206
C -0.30260 -1.66795 -1.60535
N 0.35260 -0.89523 -2.47061
C 0.68574 0.48336 -2.37572
C 0.46592 1.26930 -1.23832
C 0.85991 2.61495 -1.36495
C 1.43185 3.12691 -2.51586
C 1.64749 2.31148 -3.62341
C 1.27129 0.98636 -3.54947
O 1.43401 0.07358 -4.56447
C 1.85845 0.56355 -5.81864
N -0.72698 -1.23445 -0.44531
C -1.26747 -2.15264 0.49375
C -2.62913 -2.23044 0.74401
C -3.11294 -3.07246 1.73555
C -2.23252 -3.83130 2.48510
C -0.86609 -3.79551 2.22802
C -0.38395 -2.98661 1.21403
O 0.91534 -2.93815 0.81340
C 1.84249 -3.73221 1.52807
H -3.30031 -1.39139 -4.48072
H -2.44270 -1.46287 -2.93413
H -3.01738 -2.96352 -3.70030
H -0.33793 -3.28364 -6.56077
H 1.23973 -5.19160 -6.43138
H 1.86333 -6.11201 -4.20893
H 1.00659 -5.03160 -2.16311
H -0.66308 -3.59675 -1.21037
H 0.59844 -1.29983 -3.36219
H 0.71613 3.27052 -0.51516
H 1.72174 4.16995 -2.56350
H 2.10316 2.71530 -4.51711
H 1.81720 -0.28235 -6.50120
H 2.88368 0.94074 -5.77461
H 1.19418 1.35260 -6.17998
H -3.29831 -1.60214 0.16922
H -4.17634 -3.12724 1.92681
H -2.60470 -4.46957 3.27568
H -0.19070 -4.39097 2.82778
H 2.79038 -3.62699 1.00537
H 1.55207 -4.78718 1.53076
H 1.95196 -3.38726 2.56036
C 0.62698 5.79916 3.80590
Si -0.13364 5.05945 2.23843
C -2.01018 5.30198 2.31770
C 0.54604 6.00977 0.74265
Se 0.44681 2.89255 2.13980
H 0.40807 6.86665 3.90474
H 1.71031 5.66701 3.79109
H 0.24224 5.28320 4.68750
H -2.25964 6.34150 2.55163
H -2.43626 4.66410 3.09436
H -2.48387 5.03831 1.36944
H 0.47397 7.09295 0.87956
H 0.00386 5.74375 -0.16795
H 1.59659 5.75213 0.59601
```

=====

ORCA calculation (ωB97M-V/def2-TZVPD) on a molecular structure, C21H24F3I2O6P2S2Tc.

Multiplicity ... 4
⟨S²⟩ ... 3.809
Charge ... +1
Largest force on an atom ... 0.451 eV Å⁻¹
HOMO-LUMO gap (spin up / spin down) ... 7.05 / 5.97 eV
Highest occupied orbital energy (spin up / spin down) ... -0.4199 / -0.4288 Eh
LUMO level (spin up / spin down) ... -4.37 / -5.70 eV

```
61
C21H24F3I2O6P2S2Tc, DFT ωB97M-V/def2-TZVPD
Tc 1.03947 -0.14609 -0.08356
O 4.46013 2.38881 1.00241
S 3.10469 2.06828 1.32855
O 2.74711 1.70339 2.65757
O 2.68396 0.97764 0.33009
C 2.15854 3.53993 0.91055
C 2.88523 4.71731 0.96424
C 2.25615 5.95054 0.82475
C 0.88945 6.02294 0.63262
C 0.14682 4.85196 0.55775
C 0.77928 3.62648 0.69585
S -0.22797 2.21828 0.44731
O -1.60471 2.56001 0.49931
O 0.19931 1.62438 -0.88882
O 0.22323 1.15188 1.38819
H 3.95121 4.66252 1.13269
H 2.84752 6.85437 0.87774
H 0.39537 6.97953 0.53792
H -0.92137 4.87991 0.39414
C -0.37811 -2.91746 -2.01723
P -0.28655 -1.11740 -1.87229
C -1.98113 -0.49300 -1.92491
C 0.45491 -0.61552 -3.46767
C 1.94902 -0.91061 -3.43607
P 2.62237 -0.04076 -1.98532
C 2.77892 1.68610 -2.50198
C 4.31084 -0.59927 -1.71429
H -1.10845 -3.14356 -2.79682
H -0.69316 -3.35625 -1.07539
H 0.58782 -3.33588 -2.29505
H -2.29834 -0.42668 -2.96655
H -2.04419 0.49067 -1.46369
H -2.63064 -1.18129 -1.38725
H 0.26285 0.45198 -3.60413
H -0.05906 -1.15060 -4.26922
H 2.45381 -0.56410 -4.33973
H 2.15181 -1.97919 -3.33178
H 3.24791 1.69605 -3.48763
H 3.42041 2.20305 -1.79008
H 1.81493 2.18485 -2.54500
H 4.91193 -0.23338 -2.54934
H 4.36939 -1.68560 -1.66920
H 4.68328 -0.16602 -0.78704
I 2.28226 -2.47399 0.38245
I 4.35321 -4.54806 -0.65284
F -5.65858 -4.86944 4.60208
C -5.90303 -3.63783 4.12930
F -6.22407 -2.85789 5.16731
F -6.98485 -3.72491 3.33545
C -4.71811 -3.10663 3.36260
C -4.16160 -3.90605 2.36934
C -3.08919 -3.43953 1.63804
C -2.56810 -2.16654 1.90267
C -3.13437 -1.37155 2.90408
C -4.21076 -1.84472 3.63227
C -1.46157 -1.66723 1.16616
C -0.48726 -1.23817 0.57042
H -4.56768 -4.88994 2.17718
H -2.64349 -4.05726 0.87017
H -2.72477 -0.39075 3.10217
H -4.65201 -1.23771 4.40954
```

=====

ORCA calculation (ωB97M-V/def2-TZVPD) on a molecular structure, C19H11ClN2O8Os.

Charge ... 0
Largest force on an atom ... 7.180 eV Å⁻¹
ΔE to the lowest compared entry with this formula, charge and spin ... 2.8194 eV
HOMO-LUMO gap (spin up / spin down) ... 7.14 / 7.06 eV
Highest occupied orbital energy (spin up / spin down) ... -0.3501 / -0.3498 Eh
LUMO level (spin up / spin down) ... -2.38 / -2.46 eV

```
42
C19H11ClN2O8Os, DFT ωB97M-V/def2-TZVPD
Os 0.29112 0.17241 -0.14345
O 1.63795 0.12344 3.67690
C 1.08330 0.27866 2.62476
O 1.47297 -0.14260 1.45096
C -0.18989 1.11303 2.53371
C -0.81552 1.78513 3.56267
C -1.92118 2.57213 3.26161
C -2.36438 2.67590 1.94798
C -1.68801 1.97392 0.97338
N -0.63774 1.21908 1.28455
C -1.96585 1.98778 -0.52050
O -2.88344 2.61504 -0.97921
O -1.09493 1.27834 -1.18456
H -0.43064 1.69484 4.56792
H -2.42808 3.11716 4.04547
H -3.20506 3.29334 1.66829
O -2.09733 -3.27186 1.15237
C -1.54554 -2.35507 0.58328
O -1.07502 -1.27734 1.06697
C -1.44960 -2.44896 -0.95517
C -2.01539 -3.57240 -1.58308
C -1.99405 -3.62370 -2.94548
C -1.42031 -2.56392 -3.68265
C -1.38559 -2.54304 -5.09305
C -0.82616 -1.49019 -5.75861
C -0.27613 -0.40877 -5.04514
C -0.29953 -0.39028 -3.67769
C -0.86532 -1.46853 -2.96505
N -0.90283 -1.46680 -1.60324
H -2.44326 -4.34068 -0.95804
H -2.42036 -4.46670 -3.47560
H -1.80923 -3.37831 -5.63506
H -0.80826 -1.47311 -6.83935
H 0.16217 0.41938 -5.58524
H 0.10411 0.44057 -3.12229
Cl 4.77245 -1.95154 -1.67308
C 3.36391 -1.36527 -2.58380
C 2.25477 -1.01685 -1.61271
O 1.74031 -1.84716 -0.86036
O 1.83741 0.19330 -1.64134
H 3.03990 -2.16411 -3.24786
H 3.65737 -0.48539 -3.14642
```

=====

ORCA calculation (ωB97M-V/def2-TZVPD) on 9 unconnected molecules or ions with the total composition C74H94BN4O5.

Charge ... +1
Largest force on an atom ... 3.708 eV Å⁻¹
HOMO-LUMO gap ... 6.82 eV
Highest occupied orbital energy ... -0.3821 Eh
LUMO level ... -3.58 eV

```
178
C74H94BN4O5, DFT ωB97M-V/def2-TZVPD
C 3.51001 5.89404 1.15506
C 2.81320 4.85313 0.19248
C 1.45175 4.39247 0.91031
C 1.28110 2.79114 0.78761
C 2.15716 2.24286 1.96926
C -0.23829 2.40743 0.70275
O -0.86695 3.36885 1.51989
C -1.91886 4.17716 1.05851
C -3.38760 3.52386 1.01643
C -0.75750 2.25318 -0.77254
B -0.25506 3.37051 -1.84746
C -1.23352 4.49788 -2.48732
O 1.06685 3.39654 -2.34197
N -0.47161 0.96686 -1.46794
C -1.60686 0.42133 -2.22419
C -1.13996 -0.30953 -3.55131
N -1.23301 -1.58077 -3.61055
C 0.33930 -0.02779 -0.78230
C 1.88422 0.07614 -1.08016
C 2.43565 -1.11612 -1.98371
C 3.80027 -0.61230 -2.64095
C 5.01740 -0.85621 -1.65015
O 6.14164 -0.04111 -2.02390
C 6.22961 1.11756 -1.18898
C -0.06397 -0.17161 0.78032
C 0.94563 -1.04086 1.56165
C 1.22923 -2.34488 0.91564
C 2.15045 -3.33747 1.55234
C 2.82340 -3.07879 2.81485
C 2.52497 -1.80761 3.46944
C 1.61273 -0.87104 2.83344
N -0.67357 1.07250 1.35305
C -0.93069 1.08841 2.80893
O -2.33185 1.37487 3.09822
N -2.47302 1.74038 4.45928
O -2.58963 2.90749 4.45726
H 3.46760 5.52296 2.21626
H 3.01081 6.88619 1.02740
H 4.59926 5.96557 0.90463
H 2.53940 5.32197 -0.79172
H 3.47682 3.97361 -0.00468
H 0.65428 4.94461 0.34763
H 1.45124 4.65579 1.99652
H 1.88525 2.57573 -0.13679
H 1.68950 2.19413 2.97641
H 2.64294 1.28887 1.63563
H 3.02631 2.95393 2.08836
H -2.04702 5.00577 1.81470
H -1.80962 4.72669 0.08930
H -3.98926 4.21141 0.36491
H -3.37872 2.46594 0.66012
H -3.78275 3.59940 2.06378
H -1.88765 2.33467 -0.81117
H -1.20479 4.48326 -3.60578
H -0.77030 5.48145 -2.17036
H -2.26018 4.47557 -2.04638
H 1.08405 3.86940 -3.19171
H -2.35168 1.18782 -2.56172
H -2.13134 -0.34443 -1.57187
H -0.75361 0.25886 -4.43152
H -1.59606 -1.95874 -2.72717
H 0.05454 -1.01878 -1.24192
H 2.02642 0.99583 -1.71798
H 2.55319 0.20150 -0.19816
H 1.68906 -1.39822 -2.76815
H 2.71311 -2.01791 -1.38219
H 3.77610 0.48903 -2.84008
H 3.93607 -1.20127 -3.58476
H 5.37223 -1.91771 -1.69612
H 4.67819 -0.57528 -0.60928
H 6.23260 0.87586 -0.09504
H 7.17016 1.67458 -1.42509
H 5.38069 1.81467 -1.46389
H -0.94660 -0.88519 0.71958
H 0.75369 -2.62769 -0.05615
H 2.36279 -4.32310 1.07123
H 3.51359 -3.79791 3.30184
H 2.98406 -1.54735 4.44410
H 1.39997 0.07509 3.38554
H -1.65420 1.05663 0.99975
H -0.81154 0.06712 3.27473
H -0.32734 1.77844 3.43108
C 0.62391 -6.00302 -0.97870
C 0.93156 -7.28823 -1.40952
C 0.04154 -8.33060 -1.18682
C -1.16474 -8.08820 -0.54348
C -1.47606 -6.80551 -0.11326
C -0.57995 -5.76416 -0.32114
H 1.31420 -5.18418 -1.15195
H 1.86700 -7.47672 -1.92333
H 0.28633 -9.33221 -1.51926
H -1.86227 -8.90030 -0.37655
H -2.41787 -6.61718 0.38918
H -0.82054 -4.76253 0.01836
C -7.43207 2.81602 -1.92119
C -7.50047 3.57351 -3.08462
C -6.34693 3.83418 -3.81448
C -5.12561 3.32917 -3.38610
C -5.05903 2.56884 -2.22475
C -6.21046 2.31568 -1.48990
H -8.33139 2.61565 -1.35070
H -8.45412 3.96175 -3.42244
H -6.39962 4.43017 -4.71791
H -4.22602 3.52831 -3.95833
H -4.10627 2.17272 -1.89036
H -6.15615 1.72657 -0.58115
C 6.62249 -3.46898 3.56093
C 7.46864 -3.44042 2.45937
C 8.56650 -4.29040 2.40435
C 8.81228 -5.17572 3.44698
C 7.96380 -5.20672 4.54692
C 6.87139 -4.35079 4.60652
H 5.76784 -2.80306 3.60525
H 7.27288 -2.75440 1.64291
H 9.23034 -4.26374 1.54821
H 9.66552 -5.84212 3.40171
H 8.15499 -5.89875 5.35877
H 6.21278 -4.37149 5.46726
C -2.18108 1.63255 -6.84291
C -2.35900 2.80716 -7.56391
C -3.63217 3.34295 -7.71655
C -4.72664 2.70888 -7.13981
C -4.54841 1.53640 -6.41577
C -3.27661 0.99562 -6.27068
H -1.18775 1.21271 -6.72711
H -1.50477 3.30500 -8.00829
H -3.77179 4.25518 -8.28449
H -5.71889 3.12931 -7.25507
H -5.40181 1.04322 -5.96473
H -3.13901 0.07756 -5.71020
C 7.30421 -8.27315 2.66472
C 6.58332 -9.27630 3.30094
C 7.02445 -10.59279 3.24412
C 8.19230 -10.90473 2.55865
C 8.91511 -9.90102 1.92547
C 8.46910 -8.58596 1.97477
H 6.95834 -7.24692 2.70642
H 5.67587 -9.03187 3.84138
H 6.45864 -11.37597 3.73489
H 8.53902 -11.93061 2.51826
H 9.82686 -10.14437 1.39222
H 9.03019 -7.80386 1.47620
C -8.84459 -2.33745 0.38109
C -9.03879 -0.97530 0.57411
C -7.99629 -0.18360 1.03869
C -6.75567 -0.75265 1.30137
C -6.56059 -2.11426 1.10490
C -7.60598 -2.90761 0.64878
H -9.65889 -2.95538 0.02192
H -10.00421 -0.53057 0.36292
H -8.14993 0.87813 1.19568
H -5.94028 -0.13346 1.65987
H -5.59253 -2.55820 1.30855
H -7.45542 -3.97031 0.50080
C -5.45684 -0.39603 8.71367
C -4.86752 -1.65310 8.65510
C -3.82193 -1.89076 7.77180
C -3.35905 -0.86773 6.95320
C -3.94578 0.39005 7.01423
C -4.99754 0.62534 7.89132
H -6.27448 -0.21221 9.40049
H -5.22426 -2.44883 9.29838
H -3.36697 -2.87300 7.72187
H -2.53949 -1.05178 6.26695
H -3.58352 1.18763 6.37729
H -5.45858 1.60501 7.93492
C -0.72974 9.56231 -4.87228
C -0.14399 9.12387 -3.69122
C 0.52345 7.90603 -3.65660
C 0.61345 7.13033 -4.80743
C 0.03083 7.57098 -5.98899
C -0.64442 8.78475 -6.02064
H -1.25304 10.51070 -4.89810
H -0.20844 9.73198 -2.79641
H 0.97505 7.56103 -2.73278
H 1.13882 6.18163 -4.78256
H 0.10253 6.96731 -6.88640
H -1.10324 9.12567 -6.94094
```

=====

ORCA calculation (ωB97M-V/def2-TZVPD) on a single C5H7N molecule.

Charge ... 0
Largest force on an atom ... 0.616 eV Å⁻¹
ΔE to the lowest compared entry with this formula, charge and spin ... 3.5728 eV
HOMO-LUMO gap ... 10.02 eV
Highest occupied orbital energy ... -0.3240 Eh
LUMO level ... 1.21 eV

```
13
C5H7N, DFT ωB97M-V/def2-TZVPD
C -1.01682 0.84575 0.44799
C -0.82942 -0.27781 -0.54317
C -0.36174 -0.41730 0.88278
C 1.12260 -0.48683 0.36335
N 1.51420 0.56628 -0.55920
C 0.63244 -0.45879 -1.04023
H -2.04413 0.98671 0.76969
H -0.45417 1.77700 0.42257
H -1.68246 -0.73688 -1.03031
H -0.78074 -1.07631 1.63964
H 1.97784 -0.94296 0.83888
H 1.08210 1.46736 -0.40604
H 0.90547 -1.06777 -1.89662
```